ORCA calculation (ωB97M-V with the def2-TZVPD basis set) on one molecule with the formula C5H9ClN2.

XYZ file:
```
17
Properties=species:S:1:pos:R:3:nbo_charge:R:1
C -0.0246 -2.1489 -1.1289 -0.429
C -0.1566 -0.8094 -1.8287 0.024
C -0.2588 0.0661 0.9878 -0.239
C 0.0588 1.3986 1.6836 -0.423
C 0.6094 1.8738 0.3332 -0.207
H 0.6457 -2.0113 -0.2756 0.228
H 0.3360 -2.9182 -1.7767 0.231
H -0.6220 -0.7533 -2.8206 0.194
H 0.0837 -0.8794 1.4761 0.194
H -1.2976 -0.0251 0.6933 0.199
H 0.8543 1.2878 2.4056 0.210
H -0.8259 1.9547 2.0779 0.214
H 1.5627 2.3913 0.3125 0.192
H -0.1204 2.4748 -0.2073 0.190
N 0.1191 0.3556 -1.3855 -0.215
N 0.6266 0.4877 -0.1084 -0.287
Cl -1.5906 -2.7449 -0.4381 -0.075
```

Computed properties:
- 2S+1: 1
- Frontier orbital gap: 9.7 eV
- Energy relative to the best compared isomer or geometry (same formula, charge and spin): 2.444 eV
- SMILES string: ClC/C=N\N1CCC1

***

ORCA calculation (ωB97M-V with the def2-TZVPD basis set) on one molecule with the formula C13H15P.

XYZ file:
```
29
Properties=species:S:1:pos:R:3:nbo_charge:R:1
C -4.7258 -0.4990 -0.5136 -0.197
C -3.7991 -1.5170 -0.7867 -0.215
C -4.3929 0.6218 0.2510 -0.206
C -2.4975 -1.3998 -0.3977 -0.196
C -3.0249 0.8422 0.4900 -0.187
C -2.0867 -0.1340 0.0423 -0.359
C 0.5343 -1.1442 0.4009 -0.717
C 1.9641 -1.1386 0.2199 -0.109
C 2.5425 -0.3045 -0.6701 0.059
C 3.0287 0.0906 -1.8208 -0.481
C 0.1344 1.8494 0.0490 -0.527
C 2.7465 -2.1027 1.0585 -0.612
C 1.4568 2.4174 0.2247 -0.647
P -0.4496 0.2932 0.6147 1.140
H -5.7530 -0.8625 -0.8363 0.221
H -3.9956 -2.5470 -1.2150 0.224
H -5.1296 1.1452 0.6358 0.205
H -1.6617 -2.0966 -0.3919 0.245
H -2.8401 1.7516 1.0250 0.224
H 0.0588 -1.9450 1.1793 0.221
H 3.1668 -0.6020 -2.5500 0.201
H 3.3268 1.1799 -2.0509 0.205
H -0.5840 2.3643 -0.3852 0.194
H 2.5524 -1.7479 2.0218 0.219
H 3.7237 -2.1683 0.7063 0.217
H 2.3753 -3.0097 0.8496 0.213
H 2.1961 1.7057 0.1231 0.229
H 1.5491 2.7899 1.1623 0.219
H 1.4955 3.1627 -0.4514 0.217
```

Computed properties:
- 2S+1: 1
- Frontier orbital gap (alpha / beta): 6.8 / 6.4 eV
- Energy relative to the best compared isomer or geometry (same formula, charge and spin): 4.440 eV

***

ORCA calculation (ωB97M-V with the def2-TZVPD basis set) on a 7-piece molecular cluster, H14O7 overall.

XYZ file:
```
21
Properties=species:S:1:pos:R:3:nbo_charge:R:1
O -23.8877 18.9069 8.6191 -0.946
H -23.8189 18.0357 9.0096 0.478
H -24.8040 18.9786 8.3519 0.468
O -23.0377 22.8820 9.7622 -0.939
H -23.9925 22.9432 9.7901 0.466
H -22.8563 21.9428 9.7946 0.473
O -27.3773 17.9571 5.4999 -0.941
H -27.5610 18.8858 5.3581 0.469
H -26.5743 17.7931 5.0054 0.472
O -29.1897 18.1254 9.6908 -0.938
H -28.7139 18.2069 8.8642 0.469
H -30.0848 17.9062 9.4319 0.468
O -25.1761 16.2502 11.2530 -0.943
H -26.0233 16.0106 10.8773 0.470
H -24.6531 15.4506 11.1950 0.472
O -18.7661 20.6983 8.1626 -0.935
H -18.3592 21.2196 8.8547 0.467
H -19.4734 20.2262 8.6021 0.468
O -22.0993 13.2298 10.2540 -0.939
H -22.1465 12.4471 9.7051 0.470
H -21.7016 12.9268 11.0703 0.470
```

Computed properties:
- 2S+1: 1
- Frontier orbital gap: 11.6 eV
- Energy relative to the best compared isomer or geometry (same formula, charge and spin): 2.149 eV
- SMILES string: O.O.O.O.O.O.O

***

ORCA calculation (ωB97M-V with the def2-TZVPD basis set) on C25H19FeN3O4P as an isolated structure.

XYZ file:
```
53
Properties=species:S:1:pos:R:3:nbo_charge:R:1
Fe 0.1192 0.1018 0.3289 1.495
O 0.7568 0.4618 4.2475 -0.576
C 0.6613 0.9612 3.1582 0.802
O 0.7331 0.2619 2.0442 -0.868
C 0.5493 2.4778 3.0291 -0.129
C 0.7330 3.1629 4.2295 -0.158
C 0.7588 4.5436 4.2789 -0.192
C 0.6093 5.2778 3.1100 -0.219
C 0.4067 4.6164 1.9140 -0.132
C 0.3591 3.2213 1.8536 -0.350
P -0.0683 2.5040 0.2265 0.815
C 1.0588 3.3163 -0.9499 -0.373
C 2.3615 3.6261 -0.5680 -0.137
C 3.2634 4.1262 -1.4966 -0.223
C 2.8734 4.3143 -2.8150 -0.199
C 1.5806 3.9936 -3.2053 -0.205
C 0.6770 3.4916 -2.2784 -0.194
C -1.7140 3.1777 -0.1648 -0.405
C -2.8128 2.3313 -0.0676 -0.108
C -4.0931 2.8102 -0.3174 -0.222
C -4.2791 4.1333 -0.6800 -0.185
C -3.1836 4.9827 -0.7956 -0.234
C -1.9080 4.5091 -0.5398 -0.128
H 0.8641 2.5680 5.1223 0.251
H 0.9055 5.0478 5.2254 0.219
H 0.6460 6.3596 3.1286 0.217
H 0.2864 5.1973 1.0086 0.203
H 2.6713 3.4843 0.4607 0.216
H 4.2719 4.3695 -1.1882 0.218
H 3.5756 4.7103 -3.5375 0.218
H 1.2724 4.1347 -4.2333 0.219
H -0.3290 3.2398 -2.5918 0.224
H -2.6797 1.2982 0.2182 0.217
H -4.9397 2.1426 -0.2259 0.223
H -5.2754 4.5071 -0.8789 0.218
H -3.3238 6.0163 -1.0855 0.217
H -1.0642 5.1788 -0.6482 0.205
C 2.9464 -1.7752 -0.1355 -0.743
C 1.7546 -0.9819 -0.5784 0.396
O 1.7892 0.1105 -1.0926 -0.535
H 3.8468 -1.1634 -0.1976 0.237
H 3.0436 -2.6563 -0.7728 0.255
H 2.7695 -2.1201 0.8821 0.263
N -2.3156 -2.8515 -0.9123 -0.796
C -2.1364 -1.8580 -0.0220 0.673
O -1.3166 -0.9226 -0.3678 -0.846
C -2.8319 -1.8578 1.1880 -0.540
C -2.6712 -0.7471 2.0602 0.305
N -2.5150 0.1939 2.7088 -0.375
C -3.7103 -2.9350 1.4823 0.304
N -4.3835 -3.8599 1.6312 -0.366
H -2.9700 -3.5927 -0.7297 0.419
H -1.8293 -2.8102 -1.7886 0.408
```

Computed properties:
- 2S+1: 6
- Frontier orbital gap (alpha / beta): 8.5 / 7.1 eV